P | Density functional theory data (the ωB97M-V functional and the def2-TZVPD basis) for C15H23NO3 as an isolated structure.

Last column: natural (NBO) charge in e.
Geometry (Å):
C: -1.7656 -3.0584 -0.2727  -0.65
C: -1.8146 -1.5971 -0.1133  0.02
C: -1.8647 -0.9817 1.0850  -0.20
C: -2.1303 0.3552 1.3774  -0.51
H: -1.1927 0.6317 1.5433  0.25
H: -2.9186 0.4352 2.3006  0.24
C: -2.8104 1.0281 0.3562  -0.26
C: -4.2322 0.9600 -0.0971  0.79
O: -4.8252 0.5991 -1.0672  -0.56
O: -4.8433 1.1940 1.1366  -0.73
H: -5.8932 1.3141 1.0269  0.49
H: -2.6939 2.3261 0.2617  0.28
C: -1.9392 0.5765 -1.1979  -0.25
C: -2.0758 -0.6543 -1.3096  -0.49
H: -3.0962 -0.9387 -1.9058  0.25
H: -1.4343 -1.0883 -1.9695  0.23
C: -0.4914 1.1112 -0.9008  0.65
O: -0.2880 2.3789 -1.1105  -0.74
N: 0.4864 0.4765 -0.6062  -0.60
H: 0.0462 -0.5105 -0.1718  0.39
C: 1.7296 0.6818 -0.4087  -0.02
C: 2.0227 0.6011 1.3126  -0.39
C: 3.6056 0.9559 1.4432  -0.45
C: 4.4416 0.0207 0.6829  -0.36
C: 4.1382 0.3195 -1.2035  -0.33
C: 2.7553 -0.1695 -1.2033  -0.41
H: 2.4218 -0.2287 -2.2450  0.20
H: 2.5333 -1.0809 -0.9766  0.19
H: 4.6911 -0.5264 -1.4714  0.21
H: 4.3536 1.1461 -1.1847  0.15
H: 4.3904 -0.9671 0.7397  0.18
H: 5.5203 0.2105 0.5410  0.20
H: 3.8123 1.9329 1.1665  0.21
H: 3.8410 0.5660 2.4171  0.22
H: 1.9173 -0.5971 1.4528  0.20
H: 1.5516 1.3547 1.8080  0.21
H: 1.9239 1.7434 -0.7748  0.23
H: -2.4042 1.3267 -1.6572  0.26
H: -1.9507 -1.6706 1.9942  0.21
H: -1.8663 -3.4817 0.6723  0.22
H: -0.8415 -3.3369 -0.7870  0.22
H: -2.8095 -3.3579 -0.6832  0.23

The HOMO energy is -8.32 eV. The calculation puts the LUMO energy at 0.53 eV. For the HOMO-LUMO gap, the calculation gives 8.8 eV.


Q | Density functional theory data (the ωB97M-V functional and the def2-TZVPD basis) for a 2-piece molecular cluster, C15H23NO3 overall.

Last column: natural (NBO) charge in e.
Geometry (Å):
C: 0.0631 1.0808 -2.8667  -0.63
H: 0.2659 0.1085 -3.4674  0.17
H: -0.0291 1.8001 -3.4150  0.21
H: -0.9055 0.7916 -2.4713  0.22
C: 1.0874 1.1339 -2.0229  -0.06
C: 2.5076 1.6699 -2.5704  -0.43
C: 3.5544 2.0396 -1.5259  -0.34
C: 3.8062 0.5041 -0.5711  -0.36
C: 2.4929 0.2046 0.0792  -0.49
H: 2.4542 -0.6322 0.7244  0.23
C: 1.5008 0.0457 -0.8121  0.01
N: 0.2338 -0.3976 -0.3303  -0.62
C: -0.7280 0.3788 0.3477  0.69
O: -0.2646 1.6141 0.9010  -0.68
C: -1.8938 -0.2610 0.9913  -0.39
C: -2.8894 -0.3348 -0.1050  -0.39
C: -4.2207 -1.1861 0.3325  -0.16
C: -4.1381 -1.7453 1.5658  -0.20
C: -2.9724 -1.9538 2.6851  -0.29
H: -2.8295 -2.7293 3.0510  0.16
H: -3.1370 -1.2309 3.3395  0.21
C: -1.5504 -1.2312 1.9655  -0.28
C: -0.5687 -1.0173 3.0575  0.79
O: -0.8214 -0.4057 4.0909  -0.53
O: 0.7731 -1.5702 2.5905  -0.70
H: 1.2138 -1.0725 3.2537  0.48
H: -1.3862 -2.1914 1.1369  0.19
H: -4.9264 -2.4259 2.0641  0.20
H: -4.9212 -1.1456 -0.2750  0.18
H: -3.2960 0.5066 -0.5399  0.24
H: -2.3316 -1.1350 -0.7849  0.18
H: -2.3384 0.5048 1.6217  0.25
H: -0.2374 -1.2779 -0.3778  0.40
H: 1.5772 -0.8202 -1.6815  0.17
H: 2.0772 1.1287 0.6800  0.25
H: 4.1717 -0.2433 -0.9436  0.17
H: 4.5229 0.6289 0.1977  0.20
H: 4.5073 2.3120 -1.8135  0.20
H: 3.3507 2.7121 -0.7902  0.20
H: 2.5676 2.5909 -3.0501  0.21
H: 2.6938 0.8892 -3.0976  0.18
H: 0.9644 2.3625 -1.1635  0.14

The HOMO energy is -8.37 eV. The calculation puts the LUMO energy at 0.61 eV. For the HOMO-LUMO gap, the calculation gives 9.0 eV.


Most stable pick: P. Distance to second place: 2.052 eV.


P | Density functional theory data (the ωB97M-V functional and the def2-TZVPD basis) for a 3-piece molecular cluster, C5H12O2 overall.

Last column: natural (NBO) charge in e.
Geometry (Å):
C: -0.5126 2.8223 -0.9075  -0.39
C: -0.1369 1.5852 -0.6140  -0.21
C: 1.0766 0.8108 -0.8645  -0.24
C: 1.1186 -0.5159 -0.7260  -0.15
C: 2.4071 -1.2891 -0.8174  -0.65
H: -1.3311 3.3678 -0.4725  0.20
H: 0.0650 3.3953 -1.6291  0.19
H: -0.7591 0.9234 -0.0022  0.18
H: 1.9640 1.3119 -1.2482  0.20
H: 0.1785 -1.0092 -0.4951  0.20
H: 3.2931 -0.6625 -0.7713  0.22
H: 2.4544 -1.8683 -1.7451  0.22
H: 2.4783 -2.0444 -0.0351  0.22
H: -2.6023 -2.7946 1.3312  0.46
H: -2.3574 -1.4547 0.8534  0.48
O: -2.9564 -2.1741 0.6775  -0.94
H: -2.0328 0.4405 2.4727  0.49
H: -0.6921 -0.4011 2.5218  0.48
O: -1.6550 -0.4433 2.4715  -0.96

The HOMO energy is -8.80 eV. As for the SMILES: C=C/C=C/C.O.O. The calculation puts the LUMO energy at 0.53 eV. For the HOMO-LUMO gap, the calculation gives 9.3 eV.


Q | Density functional theory data (the ωB97M-V functional and the def2-TZVPD basis) for one molecule with the formula C5H12O2.

Last column: natural (NBO) charge in e.
Geometry (Å):
C: -2.7211 -0.0162 0.2011  -0.61
C: -1.3789 -0.7334 0.1231  -0.41
C: -0.2649 0.1495 -0.4433  0.10
O: -0.1612 1.3661 0.2771  -0.74
C: 1.0686 -0.6303 -0.4981  -0.45
C: 2.2968 0.2287 -0.2573  -0.07
O: 2.2945 0.5837 1.1286  -0.74
H: -3.4949 -0.6669 0.6220  0.21
H: -2.6330 0.8740 0.8300  0.22
H: -3.0552 0.3079 -0.7918  0.20
H: -1.4585 -1.6397 -0.4944  0.20
H: -1.0740 -1.0634 1.1266  0.19
H: -0.5441 0.4476 -1.4645  0.16
H: 0.5071 1.2310 0.9685  0.49
H: 1.1616 -1.1314 -1.4686  0.22
H: 1.0753 -1.4188 0.2656  0.21
H: 2.2689 1.1286 -0.8854  0.18
H: 3.2084 -0.3366 -0.4953  0.17
H: 2.9046 1.3196 1.2561  0.48

The HOMO energy is -9.82 eV. As for the SMILES: CC[C@@H](O)CCO. The calculation puts the LUMO energy at 0.82 eV. For the HOMO-LUMO gap, the calculation gives 10.6 eV.


R | Density functional theory data (the ωB97M-V functional and the def2-TZVPD basis) for C5H12O2 as an isolated structure.

Last column: natural (NBO) charge in e.
Geometry (Å):
C: 2.2409 -0.0018 1.2226  -0.60
C: 0.8007 0.5248 1.2542  -0.42
C: 0.2142 0.4094 -0.1436  0.04
O: 0.4630 -0.9484 -0.5159  -0.71
C: -1.2547 0.6143 -0.4163  0.11
C: -1.3148 -0.6861 -1.8286  -0.62
O: -1.9918 0.3332 0.7676  -0.74
H: 2.2682 -1.0482 0.9056  0.22
H: 2.8398 0.5625 0.4964  0.20
H: 2.7196 0.0798 2.2006  0.20
H: 0.1823 -0.0829 1.9275  0.21
H: 0.7692 1.5504 1.6282  0.20
H: 0.7545 1.0495 -0.8547  0.18
H: -0.1837 -1.4454 0.0140  0.46
H: -1.4931 1.6877 -0.6804  0.17
H: -0.8766 -1.7266 -1.9492  0.22
H: -2.3733 -0.8274 -1.8890  0.17
H: -0.8628 -0.1626 -2.6753  0.21
H: -2.9015 0.1177 0.5361  0.48

The HOMO energy is -9.13 eV. The calculation puts the LUMO energy at 0.80 eV. For the HOMO-LUMO gap, the calculation gives 9.9 eV.


S | Density functional theory data (the ωB97M-V functional and the def2-TZVPD basis) for a 2-piece molecular cluster, C5H12O2 overall.

Last column: natural (NBO) charge in e.
Geometry (Å):
C: -1.3574 2.1121 -0.1668  -0.60
C: 0.0306 1.5835 0.1943  -0.43
C: 0.3916 0.3865 -0.6477  0.07
O: 1.4237 -0.4740 -0.1547  -0.53
C: 0.0825 -0.9808 -0.2295  0.05
C: -0.1307 -2.1014 -1.2071  -0.63
O: 1.2928 -0.8438 2.6300  -0.96
H: -1.4119 2.3938 -1.2254  0.20
H: -2.1248 1.3517 0.0173  0.21
H: -1.6100 2.9956 0.4272  0.22
H: 0.7857 2.3665 0.0469  0.21
H: 0.0718 1.2915 1.2505  0.22
H: 0.4681 0.5717 -1.7227  0.18
H: 1.6165 -0.5887 1.7488  0.49
H: -0.3714 -1.0948 0.7571  0.20
H: 0.4524 -1.9284 -2.1174  0.22
H: 0.1797 -3.0565 -0.7707  0.22
H: -1.1890 -2.1824 -1.4727  0.22
H: 1.3998 -1.8020 2.6427  0.46

The HOMO energy is -10.53 eV. As for the SMILES: CC[C@H]1O[C@@H]1C.O. The calculation puts the LUMO energy at 1.01 eV. For the HOMO-LUMO gap, the calculation gives 11.5 eV.


Most stable pick: Q. Distance to second place: 0.570 eV.